(1)
Density functional theory data (ωB97M-V/def2-TZVPD) for a single C6H9N molecule.

Each line ends with the Mulliken charge.
Element x y z (Å)
C -0.42138 2.44592 1.66529  -1.01
C 0.60944 1.46719 1.14646  -0.01
C 0.55246 0.70404 0.08875  -0.01
C 0.97020 -0.21359 -0.74618  -0.40
N 0.62650 -1.57377 -0.61006  -0.31
C -0.10671 -2.13386 -1.72591  -0.43
C -0.77900 -1.87641 -0.42632  -0.33
H -0.12387 3.47787 1.45340  0.26
H -0.60622 2.38583 2.74672  0.32
H -1.38659 2.27621 1.17256  0.30
H 1.63783 1.32749 1.48433  0.31
H 1.64509 0.02405 -1.56451  0.34
H 0.19305 -3.13635 -2.01307  0.25
H -0.33790 -1.45268 -2.54455  0.26
H -1.46581 -1.02945 -0.37964  0.22
H -1.00709 -2.69248 0.25272  0.25

Atoms 1-3, force components in eV/Å:
C 0.05 0.04 -0.12
C 0.02 -0.01 -0.44
C 0.05 -0.04 -0.05

ΔE to the lowest compared entry with this formula, charge and spin in kJ/mol: 345.4
Orbital gap in eV: 9.2969
Structure (SMILES): CC=C=CN1CC1
Total charge: 0
LUMO energy in eV: 1.1


(2)
Density functional theory data (ωB97M-V/def2-TZVPD) for a single C6H9N molecule.

Each line ends with the Mulliken charge.
Element x y z (Å)
C 0.39325 2.07740 -0.43906  -0.74
C -0.63962 1.47098 0.42402  -0.62
C -1.01634 -0.72928 -0.00717  -0.46
C -0.19530 -1.83800 -0.66382  -1.28
C -0.22326 0.16889 1.02361  0.64
C 1.21528 -0.16010 1.07405  -0.15
N 2.35095 -0.38367 1.10675  -0.44
H 1.22569 1.45444 -0.80025  0.34
H -0.01207 2.71002 -1.23402  0.29
H 0.82868 2.77585 0.30408  0.32
H -1.42582 -0.08648 -0.80442  0.30
H -1.88934 -1.12883 0.51465  0.31
H -0.84222 -2.42030 -1.32737  0.40
H 0.61915 -1.42195 -1.26611  0.33
H 0.24907 -2.51911 0.06943  0.34
H -0.63810 0.03014 2.02563  0.43

Atoms 1-3, force components in eV/Å:
C -0.08 -0.07 -0.09
C 0.33 -0.06 -0.08
C -0.11 -0.12 -0.15

ΔE to the lowest compared entry with this formula, charge and spin in kJ/mol: 383.6
Orbital gap in eV: 9.0499
Total charge: 0
LUMO energy in eV: 0.2